No. 1
ORCA calculation (ωB97M-V/def2-TZVPD) on a molecular structure, C19H27O21Pb.

Results
Electronic energy ... -2513.32628 a.u.
Kohn-Sham gap ... 6.35 eV
Lowest unoccupied orbital energy ... 1.737 eV
Net charge ... -1
HOMO energy ... -4.61 eV
F_max ... 2.3 eV Å⁻¹

Geometry as XYZ:
```
68
C19H27O21Pb (ωB97M-V/def2-TZVPD)
Pb -0.148 -15.271 -16.594
O -1.824 -14.171 -14.850
C -1.058 -13.109 -14.319
O -1.413 -12.732 -13.187
O -0.148 -12.746 -15.069
H -2.404 -14.343 -14.098
O -1.178 -17.247 -14.770
C -0.051 -17.029 -13.971
O 0.684 -16.072 -14.310
O 0.085 -17.821 -13.029
H -1.534 -18.041 -14.354
O 2.107 -15.289 -18.132
C 2.468 -13.932 -18.010
O 1.675 -13.338 -17.257
O 3.441 -13.534 -18.660
H 2.572 -15.597 -18.919
C -2.313 -11.112 -21.987
C -1.449 -12.284 -21.602
C -0.027 -11.910 -21.150
O 0.169 -12.746 -20.003
C -1.004 -13.179 -19.547
O -1.171 -13.712 -18.503
O -2.007 -12.898 -20.424
H -1.878 -10.584 -22.837
H -2.486 -10.437 -21.153
H -3.289 -11.490 -22.303
H -1.388 -13.060 -22.369
H 0.060 -10.873 -20.830
H 0.735 -12.190 -21.871
C -1.341 -16.969 -23.241
C -0.565 -17.796 -22.241
C 0.893 -17.343 -22.075
O 0.807 -16.471 -20.950
C -0.277 -16.835 -20.206
O -0.465 -16.465 -19.101
O -1.081 -17.647 -20.935
H -2.394 -17.251 -23.250
H -0.987 -17.189 -24.253
H -1.221 -15.896 -23.090
H -0.540 -18.828 -22.596
H 1.266 -16.811 -22.945
H 1.553 -18.163 -21.789
C -5.805 -15.737 -13.944
C -5.141 -16.672 -14.939
C -5.835 -16.764 -16.297
O -4.746 -16.670 -17.233
C -3.634 -16.223 -16.597
O -2.606 -15.991 -17.145
O -3.893 -16.060 -15.291
H -6.790 -16.135 -13.690
H -5.845 -14.726 -14.340
H -5.217 -15.720 -13.027
H -4.960 -17.635 -14.458
H -6.503 -15.917 -16.462
H -6.321 -17.708 -16.530
C -1.719 -21.568 -17.852
C -0.726 -20.936 -16.904
C 0.738 -21.271 -17.221
O 1.415 -20.049 -16.998
C 0.514 -19.034 -16.942
O 0.776 -17.888 -16.835
O -0.731 -19.524 -17.186
H -2.748 -21.412 -17.538
H -1.508 -22.638 -17.900
H -1.546 -21.110 -18.823
H -0.921 -21.102 -15.845
H 0.968 -21.753 -18.172
H 1.071 -21.993 -16.466
```

Just the Löwdin charges please, in e? Sure, here they are:
1. Pb 1.7913
2. O -0.0923
3. C -0.8282
4. O -0.0367
5. O -0.0325
6. H 0.0876
7. O -0.0390
8. C -0.8207
9. O -0.0941
10. O -0.0180
11. H 0.0947
12. O -0.0761
13. C -0.8258
14. O -0.0792
15. O -0.0244
16. H 0.0872
17. C -0.0316
18. C -0.3198
19. C -0.0612
20. O 0.0921
21. C -0.5409
22. O 0.0851
23. O 0.0827
24. H 0.0867
25. H 0.0942
26. H 0.0830
27. H 0.1418
28. H 0.1387
29. H 0.1346
30. C -0.0261
31. C -0.3330
32. C -0.0875
33. O 0.0637
34. C -0.5140
35. O 0.1083
36. O 0.1011
37. H 0.0874
38. H 0.0869
39. H 0.0841
40. H 0.1491
41. H 0.1336
42. H 0.1348
43. C -0.0216
44. C -0.3033
45. C -0.0769
46. O 0.0640
47. C -0.5350
48. O 0.0615
49. O 0.0695
50. H 0.0858
51. H 0.0956
52. H 0.0916
53. H 0.1543
54. H 0.1320
55. H 0.1289
56. C -0.0227
57. C -0.3075
58. C -0.1116
59. O 0.0831
60. C -0.5199
61. O 0.1146
62. O 0.0714
63. H 0.0824
64. H 0.0855
65. H 0.0903
66. H 0.1576
67. H 0.1303
68. H 0.1325

No. 2
ORCA calculation (ωB97M-V/def2-TZVPD) on 6 unconnected molecules or ions with the total composition C19H28Br2F3N2O24S7.

Results
Electronic energy ... -10890.49252 a.u.
Kohn-Sham gap ... 6.38 eV
Lowest unoccupied orbital energy ... 1.492 eV
Net charge ... -1
HOMO energy ... -4.89 eV
F_max ... 7.9 eV Å⁻¹

Geometry as XYZ:
```
85
C19H28Br2F3N2O24S7 (ωB97M-V/def2-TZVPD)
O 3.309 3.211 -2.101
S 3.588 3.767 -0.684
O 3.927 5.300 -0.851
C 5.181 2.967 0.005
C 5.346 1.408 -0.464
C 4.676 0.290 0.520
F 5.782 -0.515 1.115
Br 3.559 0.997 2.014
C 3.717 -0.813 -0.293
F 4.535 -1.623 -1.246
F 3.151 -1.797 0.705
Br 2.264 0.064 -1.374
N 2.241 3.693 0.422
S 0.754 4.255 -0.309
O 0.931 5.044 -1.628
O 0.053 5.246 0.700
C -0.358 2.709 -0.514
C -0.255 1.646 0.674
C -1.114 0.263 0.592
C -2.023 0.243 -0.761
C -1.959 1.486 -1.773
N -1.158 2.742 -1.765
H 6.058 3.567 -0.539
H 5.332 3.167 1.150
H 6.514 1.164 -0.507
H 4.964 1.254 -1.578
H 0.435 1.850 1.604
H -1.093 -0.589 1.394
H -2.720 -0.679 -0.989
H -2.688 1.401 -2.718
C -7.721 -0.837 -0.220
C -7.492 -2.071 -1.089
O -6.399 -1.731 -1.939
S -5.400 -0.720 -1.139
O -4.317 -1.501 -0.583
O -5.186 0.452 -1.956
O -6.419 -0.330 0.072
H -8.272 -0.066 -0.768
H -8.253 -1.076 0.705
H -8.373 -2.333 -1.680
H -7.193 -2.931 -0.481
C 3.626 -5.743 2.845
C 2.882 -4.862 1.845
O 1.711 -4.427 2.530
S 2.049 -4.283 4.119
O 2.346 -2.894 4.394
O 1.072 -5.041 4.865
O 3.454 -5.111 4.112
H 3.180 -6.742 2.899
H 4.689 -5.833 2.605
H 2.617 -5.401 0.932
H 3.471 -3.976 1.586
C -8.074 -2.847 -5.792
C -8.818 -1.966 -6.792
O -9.989 -1.530 -6.106
S -9.651 -1.387 -4.517
O -9.354 0.002 -4.243
O -10.628 -2.145 -3.771
O -8.246 -2.215 -4.525
H -8.520 -3.846 -5.737
H -7.011 -2.937 -6.031
H -9.083 -2.505 -7.705
H -8.229 -1.080 -7.051
C -2.297 -0.208 4.670
C -3.411 0.514 5.424
O -3.631 1.721 4.699
S -3.337 1.451 3.118
O -4.600 1.196 2.461
O -2.394 2.441 2.652
O -2.556 0.030 3.288
H -1.317 0.219 4.911
H -2.286 -1.281 4.878
H -3.140 0.730 6.460
H -4.339 -0.066 5.404
C 10.801 1.907 0.036
C 11.164 3.364 -0.234
O 9.945 3.985 -0.636
S 8.703 3.261 0.134
O 8.362 4.059 1.290
O 7.731 2.849 -0.853
O 9.512 1.942 0.647
H 10.719 1.342 -0.899
H 11.522 1.416 0.695
H 11.924 3.467 -1.012
H 11.510 3.860 0.680
```

Just the Löwdin charges please, in e? Sure, here they are:
1. O -0.4657
2. S 0.6503
3. O -0.4546
4. C -0.2633
5. C -0.1828
6. C -0.6430
7. F -0.1166
8. Br 0.7783
9. C -0.6232
10. F -0.0874
11. F -0.1181
12. Br 0.8071
13. N -0.3992
14. S 0.6719
15. O -0.4144
16. O -0.4383
17. C -0.2679
18. C -0.0674
19. C -0.0326
20. C -0.0402
21. C -0.1097
22. N 0.0499
23. H 0.0940
24. H 0.1041
25. H 0.1215
26. H 0.1245
27. H 0.0912
28. H 0.0944
29. H 0.0516
30. H 0.1020
31. C -0.1642
32. C -0.1755
33. O -0.2005
34. S 0.6873
35. O -0.2635
36. O -0.2218
37. O -0.1858
38. H 0.1350
39. H 0.1371
40. H 0.1205
41. H 0.1327
42. C -0.1760
43. C -0.1755
44. O -0.1911
45. S 0.6734
46. O -0.2329
47. O -0.2473
48. O -0.1970
49. H 0.1283
50. H 0.1356
51. H 0.1391
52. H 0.1172
53. C -0.1679
54. C -0.1738
55. O -0.1940
56. S 0.6679
57. O -0.2271
58. O -0.2423
59. O -0.2056
60. H 0.1323
61. H 0.1408
62. H 0.1362
63. H 0.1356
64. C -0.1706
65. C -0.1818
66. O -0.1946
67. S 0.6700
68. O -0.2389
69. O -0.2157
70. O -0.2249
71. H 0.1364
72. H 0.1358
73. H 0.1339
74. H 0.1284
75. C -0.1753
76. C -0.1780
77. O -0.1854
78. S 0.7037
79. O -0.2137
80. O -0.2717
81. O -0.1873
82. H 0.1330
83. H 0.1351
84. H 0.1355
85. H 0.1322

No. 3
ORCA calculation (ωB97M-V/def2-TZVPD) on a molecular structure, C19H28CuF5O3Te.

Results
Electronic energy ... -3374.24357 a.u.
Kohn-Sham gap (alpha / beta) ... 5.97 / 5.82 eV
Lowest unoccupied orbital energy (alpha / beta) ... 2.086 / 1.993 eV
Net charge ... -1
HOMO energy (alpha / beta) ... -3.89 / -3.83 eV
F_max ... 3.1 eV Å⁻¹
Spin multiplicity ... 2

Geometry as XYZ:
```
57
C19H28CuF5O3Te (ωB97M-V/def2-TZVPD)
O -0.275 -0.142 -3.122
C -0.128 1.143 -3.774
C 0.121 0.605 -5.166
H 0.758 1.711 -3.505
H -1.017 1.754 -3.607
C 0.002 -0.753 -4.433
H 1.120 0.851 -5.537
H -0.674 0.906 -5.856
C 1.293 -1.532 -4.317
H 2.059 -0.975 -3.763
H 1.695 -1.800 -5.307
H 1.073 -2.452 -3.757
C -1.153 -1.523 -5.038
H -2.064 -0.910 -5.067
H -1.298 -2.466 -4.504
H -0.915 -1.754 -6.085
Cu -0.707 -0.668 2.398
C -2.565 -1.051 3.754
C -2.475 0.360 3.881
C -2.494 0.935 2.587
H -2.453 0.904 4.810
C -2.562 -0.120 1.619
C -2.676 -1.355 2.351
H -2.917 -2.315 1.905
H -2.605 -1.763 4.569
H -2.487 1.992 2.342
H -2.556 -0.012 0.538
C 1.012 -2.064 3.570
C -0.096 -2.576 2.815
C 0.203 -2.383 1.407
H -0.948 -3.118 3.213
C 1.522 -1.833 1.331
C 1.972 -1.568 2.652
H 2.880 -1.038 2.904
H 1.108 -2.099 4.647
H -0.432 -2.688 0.572
H 2.115 -1.705 0.429
O 1.854 0.764 -1.754
C 0.879 0.334 -0.791
C -0.269 1.329 -0.762
H 1.327 0.350 0.217
H 0.609 -0.716 -0.954
C 0.541 2.629 -0.985
H -0.832 1.391 0.178
H -0.975 1.122 -1.557
C 1.842 2.207 -1.711
H 0.865 2.888 0.031
H -0.094 3.423 -1.391
H 2.712 2.551 -1.146
H 1.931 2.615 -2.718
F 1.801 3.014 3.762
Te 0.883 1.504 4.476
F -0.725 2.528 4.660
F -0.013 0.052 5.354
F 2.524 0.518 4.626
F 1.291 2.136 6.217
O 0.415 0.859 2.792
```

Just the Löwdin charges please, in e? Sure, here they are:
1. O -0.1063
2. C -0.1892
3. C -0.0737
4. H 0.0760
5. H 0.1271
6. C -0.5499
7. H 0.1147
8. H 0.1093
9. C -0.0139
10. H 0.0888
11. H 0.0886
12. H 0.0903
13. C -0.0273
14. H 0.0899
15. H 0.0824
16. H 0.0885
17. Cu 0.3588
18. C -0.1357
19. C -0.1639
20. C -0.1372
21. H 0.0853
22. C -0.1888
23. C -0.1858
24. H 0.1106
25. H 0.1041
26. H 0.1057
27. H 0.0938
28. C -0.1600
29. C -0.2163
30. C -0.1752
31. H 0.0951
32. C -0.1592
33. C -0.1543
34. H 0.0815
35. H 0.0894
36. H 0.0985
37. H 0.0879
38. O -0.1498
39. C -0.2168
40. C -0.1516
41. H 0.1023
42. H 0.1119
43. C -0.1342
44. H 0.0928
45. H 0.0813
46. C -0.2005
47. H 0.1102
48. H 0.1091
49. H 0.1135
50. H 0.0935
51. F -0.3965
52. Te 1.8910
53. F -0.3892
54. F -0.3807
55. F -0.3848
56. F -0.3823
57. O -0.5487

No. 4
ORCA calculation (ωB97M-V/def2-TZVPD) on a molecular structure, C19H28F5O3ScTe.

Results
Electronic energy ... -2494.41568 a.u.
Kohn-Sham gap (alpha / beta) ... 7.64 / 4.62 eV
Lowest unoccupied orbital energy (alpha / beta) ... -0.550 / -1.697 eV
HOMO energy (alpha / beta) ... -8.19 / -6.32 eV
F_max ... 3.6 eV Å⁻¹

Geometry as XYZ:
```
57
C19H28F5O3ScTe (ωB97M-V/def2-TZVPD)
O 0.789 2.020 -4.324
C 1.654 2.419 -5.426
C 0.713 3.698 -5.611
H 1.618 1.634 -6.215
H 2.716 2.554 -5.093
C -0.043 3.189 -4.319
H 0.114 3.563 -6.502
H 1.216 4.663 -5.498
C -1.454 2.684 -4.519
H -1.531 1.808 -5.229
H -2.141 3.389 -5.046
H -1.895 2.320 -3.569
C 0.058 3.953 -3.099
H 1.098 4.263 -3.000
H -0.151 3.259 -2.302
H -0.662 4.743 -3.080
Sc -0.182 -1.361 -1.663
C 0.665 1.198 1.772
C 1.451 0.028 1.576
C 2.317 0.229 0.457
H 1.321 -0.854 2.162
C 2.066 1.546 -0.037
C 1.072 2.159 0.788
H 0.731 3.194 0.711
H -0.144 1.305 2.525
H 2.986 -0.529 0.031
H 2.513 1.975 -0.930
C -1.619 -1.253 0.267
C -1.945 -0.061 -0.449
C -2.311 -0.437 -1.784
H -2.106 0.891 0.045
C -2.312 -1.894 -1.854
C -1.873 -2.373 -0.580
H -1.811 -3.425 -0.331
H -1.425 -1.251 1.339
H -2.838 0.194 -2.496
H -2.654 -2.514 -2.671
O -0.453 -1.666 -4.309
C -0.997 -2.468 -5.547
C 0.227 -3.024 -6.281
H -1.872 -2.051 -6.071
H -1.501 -3.373 -5.157
C 0.945 -3.539 -4.980
H 0.825 -2.243 -6.772
H -0.054 -3.758 -7.027
C 0.390 -2.713 -3.792
H 2.010 -3.493 -5.144
H 0.768 -4.584 -4.792
H 1.118 -2.382 -3.002
H -0.345 -3.305 -3.226
F 0.297 -2.843 1.704
Te 1.463 -3.783 0.494
F 2.908 -2.778 1.214
F 1.779 -5.052 1.913
F 2.779 -4.464 -0.781
F -0.052 -4.651 -0.256
O 1.175 -2.348 -0.716
```

Just the Löwdin charges please, in e? Sure, here they are:
1. O -0.1363
2. C -0.1190
3. C -0.0311
4. H 0.1102
5. H 0.1168
6. C -0.6164
7. H 0.0983
8. H 0.1071
9. C -0.0304
10. H 0.1002
11. H 0.0957
12. H 0.0748
13. C -0.0255
14. H 0.1028
15. H 0.0806
16. H 0.0957
17. Sc 1.0571
18. C -0.1164
19. C -0.0771
20. C -0.0837
21. H 0.0823
22. C -0.1111
23. C -0.0793
24. H 0.1021
25. H 0.1030
26. H 0.0994
27. H 0.0856
28. C -0.1319
29. C -0.1048
30. C -0.1607
31. H 0.1181
32. C -0.1879
33. C -0.1676
34. H 0.1080
35. H 0.1188
36. H 0.1081
37. H 0.1193
38. O -0.1839
39. C -0.1095
40. C -0.1234
41. H 0.1275
42. H 0.1199
43. C -0.1105
44. H 0.1154
45. H 0.1161
46. C -0.2448
47. H 0.1106
48. H 0.1155
49. H 0.1018
50. H 0.1105
51. F -0.4412
52. Te 1.8886
53. F -0.4365
54. F -0.4694
55. F -0.4823
56. F -0.4707
57. O -0.6385